This record from the Open Molecules 2025 dataset describes a structure of composition C34H34BN8PV in a non-equilibrium geometry. The level of theory is ωB97M-V/def2-TZVPD.

Atoms and positions in Å:
V 0.613 0.332 -0.461
C -1.436 -1.757 2.671
C -1.852 -1.281 1.312
C -3.167 -1.304 0.832
C -3.090 -0.938 -0.488
N -1.803 -0.712 -0.799
N -1.020 -0.900 0.320
B -1.206 -0.913 -2.264
N 0.073 -1.818 -2.107
C 0.522 -2.886 -2.784
C 1.815 -3.159 -2.389
C 2.138 -2.183 -1.443
C 3.418 -1.964 -0.697
N 1.080 -1.377 -1.284
N -0.702 0.463 -2.833
C -0.944 0.985 -4.053
C 0.128 1.754 -4.426
C 1.052 1.664 -3.387
C 2.434 2.223 -3.401
N 0.540 0.919 -2.395
N -2.259 -1.577 -3.083
C -2.682 -2.867 -2.939
C -3.867 -2.982 -3.598
C -4.127 -1.692 -4.123
C -5.310 -1.249 -4.936
N -3.175 -0.840 -3.802
H -2.177 -1.460 3.415
H -0.469 -1.407 3.012
H -1.393 -2.849 2.658
H -4.052 -1.588 1.386
H -3.856 -0.877 -1.252
H -0.098 -3.379 -3.521
H 2.445 -3.963 -2.742
H 4.256 -1.902 -1.393
H 3.621 -2.792 -0.015
H 3.390 -1.045 -0.117
H -1.863 0.734 -4.564
H 0.254 2.288 -5.358
H 2.466 3.246 -3.024
H 2.779 2.246 -4.432
H 3.121 1.603 -2.833
H -2.130 -3.595 -2.355
H -4.473 -3.871 -3.706
H -5.526 -1.966 -5.726
H -5.123 -0.278 -5.388
H -6.202 -1.170 -4.315
C 4.302 -1.160 3.747
C 3.362 -1.976 3.128
C 2.212 -1.418 2.592
C 2.013 -0.034 2.687
C 2.979 0.794 3.276
C 4.113 0.221 3.819
P 0.532 0.742 2.053
C -0.650 1.157 3.283
C -0.397 0.899 4.632
C -1.338 1.277 5.574
C -2.527 1.881 5.170
C -2.790 2.114 3.822
C -1.856 1.746 2.869
C 1.032 2.196 1.176
C 0.852 3.532 1.619
C 1.687 4.474 1.080
C 2.682 4.097 0.155
C 2.795 2.797 -0.311
C 1.888 1.832 0.125
H 5.197 -1.599 4.174
H 3.528 -3.047 3.061
H 1.500 -2.047 2.077
H 2.833 1.868 3.323
H 4.856 0.851 4.295
H 0.529 0.428 4.941
H -1.147 1.104 6.626
H -3.260 2.169 5.916
H -3.722 2.578 3.520
H -2.059 1.913 1.818
H 0.170 3.771 2.425
H 1.621 5.503 1.412
H 3.360 4.855 -0.226
H 3.563 2.564 -1.028

Spin multiplicity: 4
⟨S²⟩: 3.7748
Electronic energy (Ha): -3063.7978
HOMO (alpha / beta) (eV): -13.638 / -13.639
Total charge: +2
Strongest force on any atom (eV Å⁻¹): 1.40
LUMO (alpha / beta) (eV): -6.70 / -9.15
Orbital gap (alpha / beta) (eV): 6.94 / 4.49

Mulliken population analysis, charges in e, atoms 1 to 4: V -0.04; C -1.09; C 0.85; C -1.72


This record from the Open Molecules 2025 dataset describes a structure of composition C34H34F2N10ReS in a non-equilibrium geometry. The level of theory is ωB97M-V/def2-TZVPD.

Atoms and positions in Å:
Re 0.253 -0.043 0.420
C 5.633 1.971 -2.879
C 4.471 2.045 -1.951
C 4.637 2.231 -0.580
C 3.556 2.230 0.272
C 2.257 2.013 -0.200
N 1.164 1.892 0.674
C 0.910 2.923 1.511
C 1.629 4.146 1.383
C 1.549 5.154 2.303
C 0.740 5.016 3.435
C 0.699 6.057 4.494
C -0.089 3.900 3.497
C -0.083 2.891 2.543
N -1.111 1.932 2.571
C -2.144 1.878 3.447
C -3.040 0.939 2.994
C -2.484 0.455 1.814
N -1.328 1.061 1.569
C 2.088 1.849 -1.590
C 3.178 1.887 -2.443
N 0.792 1.667 -2.113
C 0.285 2.169 -3.253
C -1.036 1.779 -3.328
C -1.256 1.027 -2.177
N -0.137 0.960 -1.459
H 6.559 2.233 -2.375
H 5.492 2.630 -3.733
H 5.731 0.957 -3.268
H 5.626 2.370 -0.173
H 3.700 2.351 1.333
H 2.261 4.281 0.521
H 2.106 6.065 2.150
H 1.543 6.736 4.418
H 0.694 5.602 5.483
H -0.216 6.645 4.404
H -0.778 3.855 4.322
H -2.218 2.489 4.321
H -3.968 0.650 3.443
H -2.875 -0.286 1.142
H 3.031 1.754 -3.504
H 0.866 2.782 -3.911
H -1.741 2.017 -4.097
H -2.167 0.563 -1.844
C 0.960 -0.037 6.064
C 0.090 -1.086 5.797
C -0.170 -1.453 4.496
C 0.460 -0.775 3.442
C 1.320 0.294 3.715
C 1.567 0.654 5.025
N 0.255 -1.196 2.130
N -0.120 -2.414 2.042
C -0.466 -2.844 0.814
C -0.759 -4.197 0.604
C -1.154 -4.603 -0.650
C -1.225 -3.646 -1.663
C -0.902 -2.333 -1.388
N -0.532 -1.911 -0.177
H 1.169 0.243 7.084
H -0.377 -1.621 6.609
H -0.856 -2.252 4.268
H 1.840 0.780 2.902
H 2.260 1.451 5.247
H -0.649 -4.877 1.434
H -1.398 -5.635 -0.849
H -1.517 -3.919 -2.663
H -0.930 -1.588 -2.170
F 3.030 -0.511 1.011
C 2.186 -0.927 0.019
F 2.169 -2.285 0.129
H 2.688 -0.701 -0.939
C -0.009 -2.274 -6.792
N 0.444 -1.716 -5.537
C 1.548 -2.076 -4.885
N 2.339 -3.036 -5.353
S 1.896 -1.285 -3.436
H -0.998 -1.883 -7.016
H -0.070 -3.362 -6.727
H 0.661 -1.996 -7.608
H -0.068 -0.940 -5.147
H 2.178 -3.485 -6.240
H 3.164 -3.299 -4.841

Spin multiplicity: 2
⟨S²⟩: 0.7870
Electronic energy (Ha): -2539.2691
HOMO (alpha / beta) (eV): -12.710 / -12.709
Total charge: +2
Strongest force on any atom (eV Å⁻¹): 4.00
LUMO (alpha / beta) (eV): -7.58 / -7.55
Orbital gap (alpha / beta) (eV): 5.13 / 5.16
Energy relative to the best compared isomer or geometry (same formula, charge and spin) (kJ/mol): 83.80

Mulliken population analysis, charges in e, atoms 1 to 4: Re 1.18; C -1.58; C 0.51; C -1.24


This record from the Open Molecules 2025 dataset describes a structure of composition C34H34I2N8O3STi in a non-equilibrium geometry. The level of theory is ωB97M-V/def2-TZVPD.

Atoms and positions in Å:
Ti -0.137 0.885 0.558
I 7.529 -0.925 0.057
C 5.486 -0.553 0.060
C 4.594 -1.589 -0.174
C 3.231 -1.328 -0.167
I 1.937 -2.869 -0.698
C 2.753 -0.057 0.082
O 1.456 0.176 0.064
C 3.647 1.001 0.248
C 3.192 2.443 0.319
N 1.909 2.619 0.996
C 1.351 3.957 0.933
C 0.125 4.035 0.051
C -0.219 5.238 -0.557
C -1.381 5.323 -1.298
C -2.187 4.198 -1.403
C -1.781 3.040 -0.774
N -0.639 2.942 -0.071
C 5.011 0.737 0.260
H 4.949 -2.588 -0.373
H 3.088 2.840 -0.702
H 3.990 3.031 0.798
H 1.967 2.301 1.962
H 2.081 4.695 0.580
H 1.051 4.283 1.939
H 0.432 6.091 -0.440
H -1.657 6.248 -1.781
H -3.114 4.211 -1.956
H -2.393 2.144 -0.823
H 5.702 1.553 0.410
O -2.145 1.186 1.440
S -1.436 1.468 2.756
N 0.026 1.308 2.515
C 4.530 -0.675 -5.297
C 3.204 -0.582 -4.606
C 2.337 -1.668 -4.586
C 1.118 -1.613 -3.925
C 0.234 -2.831 -3.967
C 0.780 -0.425 -3.238
C -0.427 -0.452 -2.440
O -0.744 0.353 -1.550
C 1.634 0.702 -3.285
C 1.270 2.011 -2.654
C 2.825 0.598 -3.974
H 4.586 -1.552 -5.935
H 5.332 -0.743 -4.560
H 4.720 0.210 -5.903
H 2.615 -2.576 -5.100
H 0.684 -3.581 -4.614
H -0.753 -2.604 -4.367
H 0.109 -3.279 -2.980
H -1.081 -1.329 -2.593
H 0.267 2.330 -2.940
H 1.980 2.780 -2.957
H 1.278 1.937 -1.561
H 3.478 1.458 -4.029
C -2.970 -1.455 -0.059
C -1.929 -1.790 0.950
N -0.777 -1.162 1.115
C -0.133 -1.799 2.153
C -0.899 -2.816 2.607
N -2.041 -2.803 1.834
C -3.191 -3.661 2.040
N -3.696 -3.504 3.373
N -3.755 -4.563 4.212
N -4.243 -4.216 5.329
C -4.531 -2.871 5.275
C -5.070 -2.019 6.243
C -5.232 -0.703 5.892
C -4.869 -0.231 4.610
C -4.336 -1.055 3.646
C -4.180 -2.397 4.011
H -2.605 -0.640 -0.680
H -3.902 -1.137 0.408
H -3.185 -2.310 -0.701
H 0.839 -1.479 2.494
H -0.760 -3.529 3.393
H -2.916 -4.714 1.927
H -3.948 -3.398 1.296
H -5.340 -2.390 7.218
H -5.646 -0.008 6.606
H -5.019 0.814 4.382
H -4.061 -0.674 2.675

Spin multiplicity: 2
⟨S²⟩: 0.7633
Electronic energy (Ha): -3822.7664
HOMO (alpha / beta) (eV): -10.407 / -10.406
Total charge: +1
Strongest force on any atom (eV Å⁻¹): 1.25
LUMO (alpha / beta) (eV): -3.05 / -3.21
Orbital gap (alpha / beta) (eV): 7.35 / 7.19
Energy relative to the best compared isomer or geometry (same formula, charge and spin) (kJ/mol): 55.16

Mulliken population analysis, charges in e, atoms 1 to 4: Ti -0.12; I 0.12; C -0.70; C -0.36


This record from the Open Molecules 2025 dataset describes a structure of composition C34H34N5NiO3S in a non-equilibrium geometry. The level of theory is ωB97M-V/def2-TZVPD.

Atoms and positions in Å:
Ni 0.000 0.000 0.000
C -2.367 0.336 7.587
C -2.365 -0.002 6.127
C -3.272 -0.936 5.606
C -3.280 -1.228 4.241
C -2.382 -0.577 3.395
C -1.477 0.360 3.894
C -1.471 0.646 5.260
S -2.388 -0.929 1.612
O -3.256 -2.105 1.513
O -2.999 0.302 1.106
N -0.874 -1.147 1.155
C -0.101 -2.209 1.476
C -0.422 -3.266 2.347
C 0.478 -4.307 2.592
C 1.719 -4.313 1.965
C 2.054 -3.274 1.087
C 3.282 -3.224 0.413
C 3.546 -2.168 -0.451
C 2.570 -1.198 -0.608
N 1.380 -1.211 0.025
C 1.132 -2.229 0.853
H -3.000 -0.352 8.157
H -2.746 1.352 7.737
H -1.353 0.267 7.995
H -3.982 -1.441 6.254
H -3.988 -1.945 3.835
H -0.791 0.863 3.217
H -0.768 1.382 5.641
H -1.390 -3.301 2.840
H 0.196 -5.108 3.267
H 2.411 -5.127 2.156
H 4.023 -4.003 0.557
H 4.482 -2.103 -0.989
H 2.720 -0.353 -1.272
O -0.187 -1.200 -1.303
C -0.897 -1.631 -2.281
C -0.559 -2.738 -3.077
C -1.362 -3.178 -4.138
C -2.546 -2.514 -4.441
C -2.927 -1.410 -3.683
C -2.113 -0.981 -2.623
C -2.414 0.161 -1.764
N -1.597 0.507 -0.782
C -2.180 1.598 -0.196
C -3.361 1.924 -0.822
N -3.493 0.996 -1.820
H 0.365 -3.267 -2.851
H -1.048 -4.039 -4.717
H -3.166 -2.855 -5.263
H -3.848 -0.895 -3.920
H -1.708 2.084 0.646
H -4.088 2.702 -0.653
H -4.244 0.923 -2.486
C 2.557 2.182 0.645
N 1.958 3.313 -0.141
C 2.071 4.620 0.587
C 0.561 3.020 -0.652
C -0.491 2.806 0.396
C -1.247 3.869 0.911
C -2.208 3.635 1.897
C -2.423 2.342 2.373
C -1.683 1.279 1.860
C -0.726 1.513 0.877
H 3.617 2.404 0.794
H 2.451 1.264 0.060
H 2.046 2.103 1.608
H 2.534 3.406 -0.986
H 1.551 4.545 1.544
H 1.636 5.402 -0.042
H 3.134 4.824 0.745
H 0.646 2.137 -1.298
H 0.287 3.856 -1.307
H -1.112 4.886 0.549
H -2.799 4.459 2.293
H -3.177 2.162 3.137
H -1.857 0.268 2.220
H 0.944 0.388 1.124

Spin multiplicity: 3
⟨S²⟩: 2.0409
Electronic energy (Ha): -3721.1768
HOMO (alpha / beta) (eV): -0.938 / -2.872
Total charge: -1
Strongest force on any atom (eV Å⁻¹): 10.48
LUMO (alpha / beta) (eV): 1.76 / 1.74
Orbital gap (alpha / beta) (eV): 2.70 / 4.61

Mulliken population analysis, charges in e, atoms 1 to 4: Ni -0.90; C -1.45; C 1.09; C -1.03


This record from the Open Molecules 2025 dataset describes a structure of composition C34H35Cl2F5N3O5P2V in a non-equilibrium geometry. The level of theory is ωB97M-V/def2-TZVPD.

Atoms and positions in Å:
V -0.061 0.261 0.694
O -0.088 -3.785 0.935
C -0.129 -2.578 1.096
N 0.463 -1.593 0.357
C 1.249 -1.916 -0.723
O 1.923 -2.911 -0.883
C 1.151 -0.881 -1.815
C 2.098 -0.848 -2.828
C 1.959 0.084 -3.842
C 0.882 0.956 -3.793
C -0.015 0.850 -2.741
N 0.101 -0.054 -1.773
C -1.002 -1.953 2.135
C -1.535 -2.676 3.187
C -2.266 -2.016 4.162
C -2.453 -0.640 4.018
C -1.891 0.014 2.946
N -1.163 -0.617 2.001
H 2.921 -1.547 -2.782
H 2.680 0.138 -4.649
H 0.722 1.703 -4.561
H -0.861 1.520 -2.676
H -1.353 -3.741 3.217
H -2.667 -2.545 5.015
H -3.023 -0.079 4.745
H -2.017 1.081 2.808
Cl -1.230 6.882 -2.475
C -1.339 5.327 -1.692
C -2.585 4.854 -1.285
C -2.649 3.676 -0.578
Cl -4.212 3.164 -0.028
C -1.518 2.857 -0.274
O -1.620 1.786 0.414
C -0.271 3.366 -0.789
C 0.934 2.651 -0.558
O 1.038 1.525 -0.027
C -0.205 4.598 -1.460
H -3.488 5.405 -1.503
H 1.862 3.170 -0.841
H 0.759 4.958 -1.798
C -5.890 -0.190 0.556
C -4.395 -0.179 0.869
P -3.164 -0.537 -0.495
C -3.459 -2.382 -0.534
C -2.691 -3.111 -1.635
C -4.236 -0.058 -1.959
C -3.467 0.095 -3.272
H -6.452 -0.090 1.488
H -6.199 -1.123 0.082
H -6.177 0.641 -0.087
H -4.194 -0.923 1.645
H -4.124 0.794 1.277
H -4.532 -2.587 -0.622
H -3.122 -2.757 0.437
H -3.056 -2.837 -2.627
H -2.811 -4.190 -1.519
H -1.624 -2.888 -1.582
H -4.708 0.892 -1.712
H -5.025 -0.807 -2.073
H -2.922 1.038 -3.282
H -4.157 0.096 -4.119
H -2.746 -0.711 -3.413
C 4.040 2.492 1.411
P 4.433 1.122 0.276
C 4.828 1.878 -1.339
C 6.037 0.513 0.889
O 3.400 0.077 0.197
H 4.687 3.357 1.265
H 4.144 2.120 2.431
H 2.997 2.770 1.264
H 5.557 2.682 -1.244
H 3.908 2.261 -1.782
H 5.218 1.090 -1.983
H 6.753 1.321 1.044
H 6.437 -0.205 0.174
H 5.847 -0.001 1.831
F 0.078 2.775 2.419
C 0.885 1.849 3.002
C 1.038 0.613 2.387
C 1.915 -0.236 3.054
F 2.152 -1.474 2.583
C 2.587 0.113 4.216
F 3.466 -0.728 4.793
C 2.364 1.347 4.800
F 2.998 1.699 5.932
C 1.489 2.224 4.189
F 1.250 3.426 4.746

Spin multiplicity: 2
⟨S²⟩: 1.1384
Electronic energy (Ha): -4903.6566
HOMO (alpha / beta) (eV): -3.064 / -2.847
Total charge: -1
Strongest force on any atom (eV Å⁻¹): 2.58
LUMO (alpha / beta) (eV): 2.15 / 2.10
Orbital gap (alpha / beta) (eV): 5.21 / 4.95

Mulliken population analysis, charges in e, atoms 1 to 4: V -0.46; O -0.71; C -0.29; N 0.65


This record from the Open Molecules 2025 dataset describes a structure of composition C34H35Cl2N6NdO5 in a non-equilibrium geometry. The level of theory is ωB97M-V/def2-TZVPD.

Atoms and positions in Å:
Nd -0.807 1.471 0.080
C 0.069 0.630 3.341
O 0.672 0.692 2.038
C 1.362 -0.532 1.751
C 1.915 -0.478 0.367
O 0.818 -0.276 -0.545
C 1.120 -0.579 -1.913
C -0.160 -0.535 -2.681
O -0.768 0.746 -2.476
C -1.901 0.948 -3.333
H 0.838 0.433 4.085
H -0.387 1.594 3.543
H -0.686 -0.154 3.366
H 2.184 -0.670 2.454
H 0.661 -1.371 1.836
H 2.640 0.329 0.247
H 2.397 -1.434 0.156
H 1.847 0.142 -2.295
H 1.539 -1.582 -1.981
H 0.048 -0.680 -3.742
H -0.843 -1.325 -2.348
H -1.585 0.871 -4.373
H -2.675 0.213 -3.124
H -2.295 1.943 -3.140
N 2.299 3.088 -3.388
C 1.103 3.010 -2.812
N 0.902 2.904 -1.530
C 2.013 2.982 -0.691
N 1.894 3.235 0.571
N 0.573 3.263 1.011
C 0.216 4.129 1.852
C -1.185 4.058 2.343
C -1.652 4.948 3.277
C -2.980 4.854 3.688
C -3.782 3.875 3.143
C -3.230 3.012 2.205
N -1.960 3.091 1.811
C 3.356 2.848 -1.259
C 4.502 2.685 -0.478
C 5.738 2.616 -1.079
C 5.844 2.722 -2.471
C 4.723 2.885 -3.257
C 3.480 2.942 -2.637
H 2.355 3.225 -4.384
H 0.253 3.022 -3.484
H 0.886 4.915 2.194
H -0.991 5.707 3.679
H -3.375 5.544 4.423
H -4.822 3.771 3.425
H -3.827 2.229 1.755
H 4.398 2.634 0.600
H 6.629 2.492 -0.478
H 6.819 2.678 -2.942
H 4.806 2.970 -4.336
Cl 1.358 -3.111 0.053
C 0.703 -4.146 1.303
C 1.585 -4.959 1.997
C 1.127 -5.729 3.053
C -0.211 -5.676 3.415
C -1.078 -4.882 2.691
Cl -2.753 -4.844 3.167
C -0.655 -4.108 1.602
N -1.548 -3.274 0.913
C -1.884 -3.418 -0.446
C -1.333 -4.395 -1.272
C -1.659 -4.457 -2.619
C -2.567 -3.559 -3.169
C -3.146 -2.619 -2.334
C -2.817 -2.536 -0.982
C -3.529 -1.506 -0.142
C -2.662 -0.333 0.104
O -1.675 -0.421 0.907
O -2.866 0.789 -0.500
H 2.629 -4.966 1.712
H 1.813 -6.361 3.602
H -0.591 -6.261 4.242
H -2.323 -2.979 1.485
H -0.658 -5.130 -0.851
H -1.219 -5.233 -3.233
H -2.848 -3.616 -4.213
H -3.909 -1.951 -2.726
H -3.849 -1.870 0.842
H -4.421 -1.179 -0.668

Spin multiplicity: 4
⟨S²⟩: 3.7521
Electronic energy (Ha): -3502.8317
HOMO (alpha / beta) (eV): -12.343 / -12.343
Total charge: +2
Strongest force on any atom (eV Å⁻¹): 2.43
LUMO (alpha / beta) (eV): -5.79 / -5.77
Orbital gap (alpha / beta) (eV): 6.55 / 6.57
Energy relative to the best compared isomer or geometry (same formula, charge and spin) (kJ/mol): 43.98

Mulliken population analysis, charges in e, atoms 1 to 4: Nd 1.02; C -0.85; O -0.06; C -0.32